[1]
# C16H33HgNO9S2

A molecular structure, C16H33HgNO9S2 in a non-equilibrium geometry (ωB97M-V/def2-TZVPD, the OMol25 dataset).

Structure (XYZ):
```
62
Properties=species:S:1:pos:R:3:mulliken_charge:R:1
Hg -6.56 10.38 24.24 0.287
C -12.12 10.47 19.47 -0.761
C -10.81 10.44 20.33 0.700
O -9.78 9.80 20.01 -0.485
O -10.89 10.92 21.45 -0.420
H -12.74 11.30 19.84 0.283
H -12.50 9.45 19.51 0.223
H -11.89 10.74 18.44 0.292
C -5.66 17.23 22.36 -0.805
C -5.60 15.92 23.03 0.748
O -6.37 15.56 23.96 -0.447
O -4.84 14.99 22.51 -0.450
H -4.67 17.66 22.47 0.258
H -6.37 17.94 22.80 0.293
H -5.90 17.21 21.29 0.272
C -6.65 8.52 29.76 -1.605
C -6.38 9.96 29.48 0.469
C -4.85 10.18 29.32 -0.710
O -4.50 9.72 28.01 -0.288
C -3.11 9.72 27.85 -0.890
N -7.24 10.26 28.35 -0.537
H -6.27 7.88 28.97 0.349
H -7.67 8.30 30.07 0.433
H -6.16 8.16 30.67 0.399
H -6.65 10.60 30.32 0.297
H -4.21 9.54 29.93 0.339
H -4.51 11.21 29.24 0.370
H -2.60 10.60 28.25 0.368
H -3.05 10.00 26.80 0.287
H -2.66 8.75 28.05 0.284
H -7.25 11.27 28.39 0.242
H -8.12 9.78 28.48 0.207
C -1.82 3.97 19.94 -0.575
C -3.08 4.69 19.39 -0.609
C -2.89 6.13 19.19 -0.679
S -1.87 6.71 20.52 1.068
O -2.89 7.28 21.42 -0.623
O -0.74 7.45 20.02 -0.639
C -1.33 5.00 21.04 -0.688
H -1.14 3.86 19.10 0.291
H -2.07 2.97 20.28 0.312
H -3.93 4.65 20.07 0.319
H -3.29 4.23 18.42 0.319
H -3.81 6.69 19.05 0.387
H -2.23 6.28 18.33 0.358
H -1.69 4.89 22.06 0.360
H -0.25 4.93 21.22 0.398
C -9.75 1.31 22.86 -0.674
C -8.36 0.95 23.42 -0.676
C -7.90 1.99 24.48 -0.543
S -9.00 3.47 24.11 1.001
O -8.15 4.62 23.74 -0.610
O -10.00 3.57 25.17 -0.617
C -9.70 2.72 22.53 -0.596
H -10.53 1.02 23.57 0.315
H -9.92 0.60 22.06 0.344
H -7.68 0.78 22.59 0.338
H -8.44 -0.06 23.82 0.310
H -6.84 2.27 24.41 0.316
H -7.95 1.83 25.56 0.359
H -9.02 2.79 21.68 0.324
H -10.62 3.16 22.13 0.408
```

Computed properties:
Energy above the lowest of the compared OMol25 structures with the same formula, charge and spin in kcal per mole: 272.98
E in eV: -62878.3713
Total charge: 0

---

[2]
# C16H33N2O10S2

3 unconnected molecules or ions with the total composition C16H33N2O10S2 in a non-equilibrium geometry (ωB97M-V/def2-TZVPD, the OMol25 dataset).

Structure (XYZ):
```
63
Properties=species:S:1:pos:R:3:mulliken_charge:R:1
C -1.38 0.11 4.04 -0.642
C -0.88 -0.93 3.20 -0.084
C -0.41 -2.07 2.13 -0.273
C 0.31 -1.44 0.75 0.498
C -0.34 0.01 0.33 -0.652
C 0.34 0.70 -1.02 -0.276
C -0.85 1.41 -1.95 -0.353
O -1.38 2.57 -1.19 -0.519
C 1.86 -1.09 1.26 -0.094
O 2.84 -0.64 0.45 -0.626
O 2.28 -1.19 2.70 -0.754
N 0.22 -2.54 -0.25 0.280
O 1.38 -3.03 -0.68 -0.456
C -0.86 -2.47 -1.26 -0.299
C -2.41 -2.48 -0.72 -0.404
N -2.93 -3.90 -0.45 -0.661
H -2.11 0.93 4.53 0.286
H 0.30 -2.87 2.66 0.315
H -1.39 -2.69 1.86 0.289
H -1.49 0.01 0.14 -0.009
H -0.15 0.82 1.18 0.398
H 1.14 1.51 -0.73 0.327
H 0.89 -0.15 -1.63 0.175
H -1.71 0.61 -2.11 0.121
H -0.35 1.75 -2.96 0.307
H -2.18 2.23 -0.66 0.308
H 1.57 -2.80 -1.64 0.336
H -0.79 -1.60 -2.06 0.160
H -0.77 -3.47 -1.93 0.310
H -2.60 -1.86 0.25 0.298
H -3.14 -2.05 -1.56 0.186
H -3.30 -4.26 -1.37 0.264
H -3.75 -3.80 0.22 0.254
O -7.83 2.74 -1.62 -0.642
S -6.70 2.80 -2.52 1.157
O -5.56 1.91 -2.39 -0.549
O -6.15 4.34 -2.59 -0.256
C -5.80 4.99 -1.38 -0.362
C -4.46 4.51 -0.86 -0.963
C -7.30 2.70 -4.19 -0.927
H -6.58 4.86 -0.63 0.319
H -5.73 6.06 -1.60 0.266
H -4.51 3.46 -0.55 0.213
H -4.14 5.10 0.00 0.441
H -3.69 4.58 -1.65 0.310
H -8.13 3.39 -4.31 0.317
H -7.64 1.67 -4.36 0.363
H -6.49 2.94 -4.87 0.310
O 9.52 -1.59 1.43 -0.648
S 8.49 -2.06 2.32 1.191
O 7.78 -3.30 2.08 -0.592
O 7.40 -0.88 2.56 -0.242
C 6.78 -0.28 1.43 -0.392
C 5.71 -1.18 0.84 -0.913
C 9.14 -2.11 3.97 -0.923
H 7.53 -0.01 0.67 0.311
H 6.31 0.65 1.77 0.257
H 6.14 -2.09 0.41 0.345
H 5.16 -0.67 0.05 0.359
H 5.00 -1.50 1.62 0.276
H 9.64 -1.16 4.18 0.300
H 9.85 -2.94 4.03 0.361
H 8.32 -2.28 4.67 0.306
```

Computed properties:
E in eV: -62241.5102
Total charge: -1

---

[3]
# C16H34AsN6RhS

A molecular structure, C16H34AsN6RhS in a non-equilibrium geometry (ωB97M-V/def2-TZVPD, the OMol25 dataset).

Structure (XYZ):
```
59
Properties=species:S:1:pos:R:3:mulliken_charge:R:1
Rh 0.10 -0.26 0.54 -0.058
C -3.16 -3.16 -1.06 -1.754
C -1.97 -2.32 -0.78 0.801
N -1.59 -1.93 0.40 0.255
N -2.18 -2.36 1.54 -0.306
C -1.59 -2.13 2.73 0.694
N -2.08 -2.63 3.85 -0.343
S -0.16 -1.18 2.78 -0.226
C -1.08 -1.89 -1.87 0.197
C -1.26 -2.29 -3.20 -0.477
C -0.36 -1.86 -4.17 -0.791
C 0.69 -1.04 -3.80 -0.824
C 0.82 -0.71 -2.46 -0.220
N -0.03 -1.13 -1.53 0.517
H -3.92 -3.09 -0.28 0.578
H -2.87 -4.22 -1.15 0.394
H -3.62 -2.88 -2.00 0.463
H -2.99 -2.98 1.49 0.169
H -2.92 -3.19 3.91 0.239
H -1.58 -2.50 4.73 0.240
H -2.09 -2.92 -3.47 0.401
H -0.48 -2.17 -5.20 0.496
H 1.40 -0.66 -4.53 0.515
H 1.66 -0.10 -2.11 0.519
C -2.93 2.92 2.24 -1.159
C -2.78 2.74 0.75 -0.668
As -1.00 2.02 0.14 0.870
C 0.24 3.34 0.97 -0.680
C 0.83 2.73 2.24 -0.750
C -1.13 2.44 -1.81 -0.640
C -2.35 1.83 -2.47 -1.102
H -3.91 3.38 2.43 0.396
H -2.20 3.61 2.66 0.304
H -2.91 1.97 2.78 0.288
H -2.85 3.70 0.23 0.496
H -3.54 2.05 0.35 0.474
H -0.29 4.27 1.19 0.459
H 1.02 3.56 0.23 0.472
H 0.07 2.60 3.01 0.261
H 1.59 3.39 2.65 0.424
H 1.27 1.74 2.03 -0.041
H -0.22 2.08 -2.29 0.423
H -1.16 3.53 -1.88 0.532
H -2.36 0.74 -2.39 0.196
H -2.36 2.08 -3.53 0.400
H -3.28 2.22 -2.05 0.368
N 6.43 -0.53 0.65 -0.280
C 5.09 -1.17 0.63 -0.747
C 3.92 -0.15 0.56 -0.936
N 2.61 -0.82 0.61 -0.200
H 7.17 -1.25 0.65 0.392
H 6.57 0.04 1.50 0.373
H 6.59 0.07 -0.17 0.362
H 4.99 -1.79 1.53 0.405
H 5.05 -1.83 -0.25 0.433
H 3.99 0.42 -0.36 0.431
H 3.99 0.53 1.41 0.467
H 2.53 -1.29 1.52 0.274
H 2.58 -1.54 -0.11 0.220
```

Computed properties:
Energy above the lowest of the compared OMol25 structures with the same formula, charge and spin in kcal per mole: 62.51
E in eV: -100725.4892
Total charge: +4

---

[4]
# C16H34BNP2Pb

A molecular structure, C16H34BNP2Pb in a non-equilibrium geometry (ωB97M-V/def2-TZVPD, the OMol25 dataset).

Structure (XYZ):
```
55
Properties=species:S:1:pos:R:3:mulliken_charge:R:1
P 2.04 0.84 -0.54 1.013
P -1.68 1.68 1.05 0.308
C 0.47 -0.05 -0.05 1.745
C -0.88 0.61 -0.31 0.493
H 0.57 -0.44 0.98 0.959
H 0.49 -0.97 -0.66 -2.877
H -0.87 1.23 -1.23 0.334
H -1.60 -0.21 -0.45 -0.977
C -2.04 0.33 2.27 -1.066
H -2.46 0.80 3.17 0.485
H -1.14 -0.22 2.57 0.401
H -2.79 -0.37 1.86 0.317
C -3.42 1.80 0.35 -1.103
H -3.95 0.84 0.45 0.362
H -3.42 2.13 -0.70 0.393
H -3.97 2.57 0.94 0.393
C 3.39 -0.33 -0.21 -1.181
H 4.37 0.17 -0.15 0.390
H 3.42 -1.05 -1.04 0.426
H 3.28 -0.88 0.73 0.415
C 1.90 1.11 -2.31 -1.133
H 0.90 1.48 -2.56 0.422
H 2.09 0.16 -2.82 0.361
H 2.63 1.86 -2.66 0.427
Pb 1.29 1.67 2.14 1.073
C -2.27 -2.26 -0.79 -0.426
C -1.88 -2.61 0.44 -0.062
C -1.22 -3.94 0.72 -1.057
C 0.01 -4.26 -0.18 -0.945
C 0.74 -3.09 -0.75 -0.018
C 0.51 -2.60 -1.98 -0.409
C -0.71 -2.96 -2.80 -1.048
C -2.06 -3.08 -2.03 -1.096
C 2.81 2.71 0.57 -1.225
H -2.96 -1.43 -0.95 0.809
H -2.20 -2.08 1.33 0.345
H -1.96 -4.76 0.58 0.320
H -0.90 -3.98 1.78 0.344
H 0.73 -4.79 0.46 0.485
H -0.30 -4.97 -0.97 0.337
H 1.57 -2.74 -0.12 0.419
H 1.26 -2.02 -2.52 0.603
H -0.50 -3.92 -3.30 0.334
H -0.84 -2.20 -3.61 0.367
H -2.83 -2.74 -2.75 0.444
H -2.27 -4.15 -1.88 0.375
H 2.18 3.61 0.40 0.574
H 3.30 2.46 -0.40 0.357
H 3.68 2.93 1.23 0.555
B 1.26 6.88 2.80 -0.054
C 1.17 5.31 2.72 0.090
N 1.11 4.14 2.67 -0.614
H 1.09 7.18 3.99 -0.049
H 0.44 7.42 2.05 -0.060
H 2.39 7.17 2.44 -0.074
```

Computed properties:
E in eV: -43112.4107
Total charge: +2

---

- The highest E belongs to which entry?
  C16H34BNP2Pb